[1]
{"formula": "C15H50O10", "method": "wB97M-V/def2-TZVPD", "species": ["O", "O", "O", "O", "O", "O", "O", "O", "O", "O", "C", "C", "C", "C", "C", "C", "C", "C", "C", "C", "C", "C", "C", "C", "C", "H", "H", "H", "H", "H", "H", "H", "H", "H", "H", "H", "H", "H", "H", "H", "H", "H", "H", "H", "H", "H", "H", "H", "H", "H", "H", "H", "H", "H", "H", "H", "H", "H", "H", "H", "H", "H", "H", "H", "H", "H", "H", "H", "H", "H", "H", "H", "H", "H", "H"], "xyz": [[1.49314, -4.14875, -0.48664], [-1.89915, -2.28755, -2.60844], [4.25861, 3.05776, -0.18677], [-0.82074, 3.89867, 0.50307], [-0.33316, 0.92380, 0.31358], [-0.67833, -4.69682, -2.12821], [3.01060, -3.34196, -2.79934], [0.29684, 0.68304, 4.19528], [2.03785, -0.09577, 1.32264], [-4.00702, -2.53141, -0.76497], [-3.50250, -0.90258, 1.06800], [2.61489, 4.58367, 1.01031], [-3.76793, -2.41489, 0.63122], [2.49527, -2.15631, -3.36159], [-0.57774, 1.82855, 4.31731], [-1.54672, -5.73155, -1.55880], [-2.24264, 3.83822, 0.64415], [-2.78651, 5.26778, 0.62451], [0.19775, 3.04415, 3.88676], [3.22775, 0.68760, 1.44399], [-2.65645, -2.44869, -3.94524], [0.81472, -3.21447, 0.38001], [3.12159, -0.88824, -2.78033], [-0.51799, 0.03871, -0.75711], [3.09054, 3.85540, -0.22381], [-0.87099, 2.07316, 5.33605], [-3.35509, -3.27839, -3.90032], [4.01888, 0.11680, 1.96960], [-1.45465, -5.87593, -0.47798], [0.41448, -0.08578, -1.36983], [-1.30978, 0.42688, -1.38898], [-2.58561, 3.33962, 1.61173], [3.22684, 5.49272, 1.13412], [2.31045, 3.06978, -0.50006], [1.57281, -0.36460, 2.13318], [2.82337, -0.07662, -3.42714], [-2.60364, 3.18110, -0.17199], [3.22326, 4.52902, -1.06502], [-4.43975, -0.28411, 1.04971], [4.93503, 3.55113, 0.27660], [-1.30568, -6.72926, -2.05152], [0.13919, -4.67112, -1.60998], [2.63246, 3.96099, 1.87133], [-3.21622, -0.94078, 2.14862], [1.53577, 4.83379, 0.81520], [0.51525, 0.70765, 0.80379], [-1.48969, 1.63200, 3.67791], [-0.58720, 2.94076, 0.46649], [2.11229, -3.71355, -1.07667], [0.90941, 3.25956, 4.72258], [-2.54194, 5.83546, 1.50491], [-0.40235, 3.90119, 3.70682], [1.23262, -3.35449, 1.39186], [0.74657, 2.95416, 2.96897], [2.59958, -2.14307, -4.44265], [-2.00117, -2.51769, -4.81931], [0.14255, 0.07973, 4.96906], [-0.80492, -0.99414, -0.48572], [-2.76032, -0.37408, 0.46180], [-2.35850, 5.71749, -0.29112], [-3.18041, -2.46295, -1.23186], [0.93005, -2.16102, 0.17781], [-0.27239, -3.30840, 0.36376], [2.85936, -0.70287, -1.70652], [-3.90464, 5.34534, 0.54199], [3.46768, 1.06324, 0.41497], [-3.24479, -1.56908, -3.98585], [3.05729, 1.61915, 2.00555], [-1.40067, -3.17168, -2.47455], [-2.97577, -3.04563, 0.89163], [3.96565, -3.41678, -2.91731], [1.40388, -2.23087, -3.19477], [4.22718, -0.80859, -2.88548], [-2.58051, -5.40574, -1.76575], [-4.67789, -2.79184, 1.08477]], "atomic_forces_ev_per_a": [[-1.12, 0.30, 0.45], [-0.23, -1.99, -2.31], [0.59, 0.08, 0.75], [-0.32, -1.11, 0.49], [0.85, 0.25, 1.16], [-0.97, -1.01, 0.63], [0.23, -0.72, 0.41], [-0.42, -0.64, 1.58], [-0.60, -0.28, -0.35], [-0.87, -0.15, 0.59], [-1.11, -0.97, 0.86], [-0.40, 0.86, -1.22], [-1.20, 2.62, -1.11], [-0.19, 0.46, 0.22], [-0.53, -0.18, -1.34], [0.37, -0.27, -1.22], [-0.68, -0.32, 0.89], [-0.86, -0.41, -1.49], [1.11, -0.07, 0.93], [-0.22, 0.56, 0.05], [1.25, -0.01, 2.32], [0.64, -0.15, 0.68], [0.30, 0.11, 0.37], [0.86, -0.83, -0.91], [-1.58, -1.80, -1.17], [-0.25, -0.72, 0.23], [0.19, -0.33, 0.10], [-0.19, 0.30, -0.67], [0.29, 0.36, -0.09], [-0.67, 0.30, 0.33], [-0.03, 0.06, -0.13], [0.70, 0.41, -0.91], [-0.41, -0.23, 0.36], [0.64, 1.21, 0.12], [0.83, 0.51, 0.19], [-0.60, 0.58, 0.17], [-0.32, 0.62, 0.25], [-0.44, 0.34, -0.14], [0.67, -0.75, -0.23], [0.39, 0.09, 0.08], [-0.49, 1.23, 0.50], [0.43, 0.09, 0.17], [0.20, -0.47, 0.86], [0.15, 0.25, -0.79], [1.03, 0.10, 0.28], [-1.00, 0.04, -0.94], [0.85, 0.31, 0.70], [0.30, 0.66, -0.12], [0.31, 0.33, -0.35], [-0.33, 0.08, -0.83], [0.53, 0.14, 0.31], [-0.88, 0.79, 0.21], [-0.53, -0.09, -0.22], [0.37, -0.57, -0.47], [0.27, -0.14, -0.30], [0.12, -0.05, 0.42], [0.17, 0.89, -1.21], [-0.05, 0.50, 0.27], [0.00, -0.41, 0.25], [-0.23, 0.24, 0.58], [0.83, 0.25, -0.70], [0.73, 0.26, -0.66], [0.04, -0.77, 0.00], [0.12, -0.11, -0.99], [0.95, -0.45, -0.04], [0.16, -0.90, 1.03], [-0.45, 0.94, -0.24], [-0.12, -0.32, 0.11], [-0.76, 1.40, -0.19], [1.47, -0.89, 0.72], [-0.19, 0.24, -0.08], [0.47, 0.36, 0.17], [-0.51, -0.71, 0.20], [0.43, -0.38, -0.01], [-0.06, 0.08, 0.41]], "lowdin_charge": [-0.123, -0.210, -0.103, -0.123, -0.156, -0.167, -0.089, -0.108, -0.162, -0.096, -0.060, -0.079, -0.279, -0.305, -0.302, -0.097, -0.331, -0.095, -0.093, -0.109, -0.054, -0.111, -0.082, -0.176, -0.330, 0.106, 0.071, 0.092, 0.075, 0.086, 0.084, 0.116, 0.081, 0.127, 0.087, 0.067, 0.113, 0.106, 0.076, 0.083, 0.095, 0.034, 0.037, 0.070, 0.084, 0.063, 0.119, 0.052, 0.043, 0.096, 0.057, 0.063, 0.089, 0.041, 0.107, 0.074, 0.104, 0.051, 0.033, 0.078, 0.010, 0.042, 0.070, 0.073, 0.084, 0.076, 0.056, 0.068, 0.049, 0.070, 0.101, 0.117, 0.083, 0.081, 0.102], "orbital_gap_ev": 9.968, "smiles": "CCO.CCO.CCO.CCO.CCO.CO.CO.CO.CO.CO", "e_above_lowest_kcal_mol": 115.1, "lumo_ev": 0.519, "energy_ev": -36837.0243, "homo_ev": -9.4}


[2]
{"formula": "C15H50O15", "method": "wB97M-V/def2-TZVPD", "species": ["O", "O", "O", "O", "O", "O", "O", "O", "O", "O", "O", "O", "O", "O", "O", "C", "C", "C", "C", "C", "C", "C", "C", "C", "C", "C", "C", "C", "C", "C", "H", "H", "H", "H", "H", "H", "H", "H", "H", "H", "H", "H", "H", "H", "H", "H", "H", "H", "H", "H", "H", "H", "H", "H", "H", "H", "H", "H", "H", "H", "H", "H", "H", "H", "H", "H", "H", "H", "H", "H", "H", "H", "H", "H", "H", "H", "H", "H", "H", "H"], "xyz": [[-5.44791, 2.10285, -1.11629], [4.12693, 3.44423, 2.59589], [-5.50535, -2.19372, -0.10858], [1.44757, 2.36349, 3.37270], [-0.61885, 5.44033, -1.22515], [3.27246, -2.36090, 0.34875], [3.63556, 1.10422, 0.62751], [1.23313, 0.66930, -0.72784], [-0.07563, 0.57666, -3.43613], [-3.48820, 5.73046, -0.57329], [0.57329, -2.47400, -0.01385], [2.86407, -2.21795, -2.53480], [-4.14304, -4.50969, -1.62347], [-1.37819, -0.52777, -0.30280], [-0.52592, -3.70636, 3.62989], [-1.71780, 4.82859, -1.88615], [0.46515, -2.78988, 3.23076], [-1.09025, 0.84140, -0.10348], [-0.40680, -0.77853, -3.55771], [4.00591, -1.77249, -1.84267], [-4.64524, 1.12681, -0.43215], [4.30113, -2.62978, -0.62062], [1.81813, 1.10080, 3.87701], [-4.12621, -2.56726, -0.13379], [-3.93579, -4.06887, -0.29852], [4.28216, 2.35325, 0.41591], [-2.85531, 4.51178, -0.93949], [0.33795, 1.02180, 0.34161], [5.00671, 2.92261, 1.61235], [0.17185, -3.73552, -0.52829], [-2.45974, 4.03739, -0.03260], [2.17918, 2.69286, 2.84080], [-3.81392, 1.64864, 0.02961], [0.34865, 0.73271, -2.58224], [-3.59552, -2.05635, -0.94542], [-1.34247, 3.91318, -2.34613], [-1.37122, 1.40528, -0.99982], [-1.69305, 1.28775, 0.69955], [-5.79599, -2.24193, -1.02518], [0.88831, -2.24147, 4.08152], [1.24631, -3.28857, 2.65374], [0.42913, -1.48238, -3.62315], [1.16712, 0.31904, 3.47491], [-1.03626, -0.91309, -4.43835], [5.00648, 2.26617, -0.40938], [0.00630, -2.01201, 2.62336], [-6.23717, 1.62127, -1.38101], [3.55440, 3.07053, 0.03192], [-0.61266, -4.16092, 0.09709], [-5.04987, -4.35982, -1.89813], [0.55973, 2.06870, 0.56718], [1.03011, -4.41251, -0.58339], [-2.94423, -4.35144, 0.05017], [2.13242, -2.27461, -1.90517], [0.52643, 0.39151, 1.21515], [-1.02839, -1.12518, -2.72035], [-4.30772, 5.51216, -0.11920], [5.66388, 2.19152, 2.08832], [-5.28565, 0.62360, 0.29606], [3.94938, 4.37101, 2.41247], [2.84809, 0.85468, 3.59263], [-4.25571, 0.33217, -1.07531], [5.65715, 3.70521, 1.20179], [-3.64826, -2.19945, 0.77478], [-2.09422, 5.44661, -2.70825], [4.37522, -3.69117, -0.86412], [1.79494, 1.04226, 4.96769], [3.90008, -0.72349, -1.54717], [3.56362, -2.53939, 1.24714], [4.31999, 0.44873, 0.79798], [-0.88402, 6.33010, -0.97213], [4.87184, -1.82718, -2.50581], [5.25829, -2.34358, -0.16579], [1.51632, -2.50356, 0.24463], [-0.20522, -3.64765, -1.55107], [-3.48053, 3.76051, -1.43574], [-4.65097, -4.56031, 0.37528], [-0.55939, -1.04794, -0.21362], [2.13559, 0.62719, -0.37747], [-0.15830, -4.50264, 4.01495]], "atomic_forces_ev_per_a": [[0.28, -0.43, -0.09], [-0.01, -0.22, 0.16], [0.18, -0.15, -0.29], [-0.20, 0.03, 0.14], [0.08, 0.14, -0.15], [-0.15, -0.09, 0.07], [0.08, 0.16, 0.25], [-0.32, -0.47, -0.15], [0.22, 0.33, -0.15], [-0.32, -0.17, -0.24], [0.32, 0.03, -0.12], [0.08, -0.20, 0.01], [0.55, -0.17, -0.37], [-0.33, 0.05, 0.15], [-0.69, 0.05, -0.12], [-0.01, -0.09, 0.13], [0.18, 0.32, 0.33], [0.11, 0.04, 0.33], [-0.85, -0.77, 0.40], [0.18, -0.32, 0.26], [-0.60, -0.11, 0.03], [0.42, 0.62, 0.43], [0.52, -0.37, -0.20], [0.55, 0.03, -0.20], [-0.83, 0.42, 0.83], [0.48, 0.00, -0.77], [0.62, -0.42, -0.03], [0.72, 0.65, -0.87], [-0.03, 0.47, -0.38], [0.23, -0.15, -0.18], [0.17, -0.06, -0.09], [0.12, 0.05, 0.11], [-0.06, -0.02, 0.13], [0.13, -0.21, 0.07], [-0.08, -0.01, -0.03], [0.05, -0.07, 0.18], [0.43, 0.00, -0.13], [-0.16, -0.39, 0.09], [-0.22, 0.14, 0.10], [0.22, -0.31, 0.10], [0.14, 0.15, -0.04], [0.32, 0.32, -0.15], [-0.06, 0.02, 0.04], [0.20, 0.17, -0.18], [0.04, -0.16, 0.16], [-0.18, -0.30, -0.27], [-0.08, 0.27, -0.14], [-0.29, -0.16, 0.30], [0.07, -0.09, 0.05], [-0.13, -0.01, 0.21], [-0.38, -0.02, 0.44], [-0.12, -0.11, 0.17], [0.15, -0.08, -0.45], [-0.09, 0.26, -0.09], [-0.03, 0.07, 0.07], [0.09, 0.14, 0.06], [0.02, 0.08, 0.01], [-0.16, -0.11, 0.05], [0.38, 0.05, 0.35], [0.01, 0.00, -0.03], [-0.07, -0.04, -0.06], [0.08, 0.27, -0.26], [0.02, 0.04, 0.23], [-0.25, -0.16, 0.17], [-0.02, 0.12, 0.08], [-0.32, -0.02, -0.09], [-0.25, 0.29, 0.02], [-0.03, 0.01, 0.15], [0.17, -0.16, -0.10], [-0.11, -0.08, 0.02], [-0.06, -0.04, 0.05], [-0.17, -0.11, -0.19], [0.02, 0.08, -0.26], [-0.45, 0.08, -0.24], [-0.10, 0.22, 0.08], [-0.51, 0.42, 0.05], [0.08, -0.02, 0.01], [-0.13, 0.02, -0.05], [-0.18, 0.14, 0.05], [0.31, 0.08, 0.04]], "lowdin_charge": [-0.130, -0.058, -0.072, -0.117, -0.067, -0.091, -0.078, -0.088, -0.112, -0.058, -0.170, -0.042, -0.057, -0.084, -0.105, -0.247, -0.173, -0.250, -0.176, -0.238, -0.138, -0.194, -0.168, -0.249, -0.247, -0.221, -0.258, -0.203, -0.233, -0.112, 0.116, 0.033, 0.053, 0.035, 0.107, 0.116, 0.114, 0.111, 0.078, 0.074, 0.070, 0.065, 0.052, 0.078, 0.126, 0.070, 0.070, 0.136, 0.071, 0.079, 0.122, 0.087, 0.101, 0.059, 0.111, 0.062, 0.086, 0.125, 0.081, 0.103, 0.073, 0.074, 0.125, 0.121, 0.122, 0.124, 0.077, 0.110, 0.101, 0.093, 0.081, 0.126, 0.120, 0.036, 0.086, 0.106, 0.121, 0.036, 0.040, 0.075], "orbital_gap_ev": 8.938, "smiles": "OCCO.OCCO.OCCO.OCCO.OCCO.CO.CO.CO.CO.CO", "e_above_lowest_kcal_mol": 14.3, "lumo_ev": -0.229, "energy_ev": -47073.7297, "homo_ev": -9.2}